[1]
Below is an isolated molecule of C4H11NO2 at a distorted geometry, with properties calculated with ωB97M-V/def2-TZVPD.

XYZ file:
```
18
Properties=species:S:1:pos:R:3:forces:R:3
O -1.078 2.254 1.180 -1.4 0.3 -0.6
O 1.746 -0.539 -0.653 0.3 0.7 -0.4
N 0.228 -0.046 1.846 0.3 -0.3 -0.5
C 0.342 -0.823 -0.580 2.0 -2.0 1.7
C -0.094 -0.945 -2.010 -1.0 -0.2 -0.3
C -0.361 0.001 0.461 -0.8 0.9 1.3
C -0.447 1.484 0.169 1.1 0.7 0.5
H -0.081 0.008 -2.564 0.0 -0.3 0.3
H 0.316 -1.826 -0.066 -0.4 0.2 -0.9
H -1.013 1.661 -0.748 0.2 0.2 0.0
H 0.894 -0.798 1.995 -0.2 0.0 0.0
H -1.106 -1.379 -2.031 0.2 0.3 -0.2
H -0.557 -0.177 2.473 0.4 -0.2 0.2
H 2.194 -0.684 0.184 -0.2 0.1 0.1
H 0.562 -1.668 -2.523 -0.2 0.4 0.3
H -1.336 -0.464 0.648 -0.4 0.4 -0.9
H 0.606 1.889 0.145 -0.8 -0.6 -0.7
H -0.815 2.054 2.074 0.7 -0.5 0.1
```
Forces are in eV/Å.

Summary:
Energy above the lowest of the compared OMol25 structures with the same formula, charge and spin = 163.8 kJ/mol
HOMO energy = -9.595 eV
SMILES = C[C@@H](O)[C@@H](N)CO
Orbital gap = 10.3 eV
Total energy = -9910.5444 eV

[2]
Below is a structure of composition C10H12AuI2O5RhS at a distorted geometry, with properties calculated with ωB97M-V/def2-TZVPD.

XYZ file:
```
32
Properties=species:S:1:pos:R:3:forces:R:3
Au 1.632 -0.923 0.129 -1.6 -0.6 2.0
I -1.699 0.763 3.308 -2.6 3.0 0.4
I -0.031 -1.328 3.157 2.0 -3.2 0.1
Rh -0.323 1.741 0.698 -2.2 -1.5 0.9
S -0.668 -0.626 0.289 2.0 0.3 0.4
O 4.725 -1.272 0.910 -3.6 0.1 -1.1
O -0.681 4.673 1.472 0.7 -6.7 -1.6
O 3.399 -0.732 -2.361 -1.1 -0.4 2.1
O 2.347 2.677 0.479 -1.8 -1.1 1.7
O 0.353 2.419 -2.179 -1.2 -1.2 5.3
C -1.580 -1.405 -1.098 -1.6 -1.3 -1.1
C -0.548 3.537 1.189 -1.1 8.3 1.5
C -1.616 -2.900 -0.779 0.1 -0.2 0.3
C 0.045 2.164 -1.083 0.7 2.0 -7.7
C 1.562 2.200 1.297 3.1 0.8 -0.5
C 3.614 -1.222 0.654 4.8 -0.5 3.1
C 2.762 -0.861 -1.437 1.7 0.8 -6.1
C 1.830 2.007 2.743 0.1 0.2 1.3
C -2.973 -0.794 -1.027 -0.1 0.4 0.2
C -0.853 -1.092 -2.391 0.5 0.5 0.2
H 2.100 2.963 3.234 0.3 -0.3 -0.3
H -0.624 -3.352 -0.812 0.1 0.0 -0.1
H -2.945 0.277 -1.229 -0.1 0.1 -0.2
H -2.049 -3.105 0.209 -0.1 0.0 -0.3
H -0.800 -0.007 -2.541 -0.1 -0.3 -0.3
H -3.614 -1.264 -1.780 0.1 0.0 0.1
H 0.945 1.616 3.271 0.4 0.3 -0.4
H -1.421 -1.556 -3.212 0.1 0.2 0.2
H -3.440 -0.938 -0.048 0.0 -0.2 -0.1
H -2.237 -3.412 -1.532 0.2 0.3 0.2
H 0.166 -1.499 -2.378 -0.3 -0.1 -0.2
H 2.621 1.253 2.844 0.3 0.3 0.1
```
Forces are in eV/Å.

Summary:
HOMO energy (alpha / beta) = -22.338 / -24.205 eV
Orbital gap (alpha / beta) = 6.2 / 6.0 eV
Total energy = -54483.2213 eV
Spin multiplicity = 7
Net charge = +4

[3]
Below is an isolated molecule of C19H23NO2, with properties calculated with ωB97M-V/def2-TZVPD.

XYZ file:
```
45
Properties=species:S:1:pos:R:3:forces:R:3
O -7.282 0.390 0.515 0.2 0.2 -0.2
O 1.233 -0.278 1.367 -0.1 -0.2 0.4
N 2.511 0.817 -0.128 0.3 0.3 0.0
C 1.410 0.122 0.236 -0.1 0.1 -0.6
C -2.034 -0.450 -1.441 0.1 0.2 0.3
C 6.955 -0.067 -0.669 0.1 -0.1 -0.1
C 4.741 -1.124 0.594 0.0 0.0 0.0
C -4.013 -1.198 -0.089 0.1 0.2 -0.2
C -4.171 0.870 -1.262 -0.1 -0.1 0.1
C -1.017 0.013 -0.393 0.2 -0.1 -0.3
C -7.910 -0.523 1.380 -0.1 -0.1 0.1
C 3.878 2.590 0.844 -0.1 -0.3 0.1
C -6.019 0.111 0.081 0.1 0.1 -0.1
C -5.444 1.057 -0.767 -0.2 0.0 0.1
C 5.771 -1.956 0.198 -0.1 -0.1 0.0
C 5.921 0.767 -0.276 -0.1 0.0 0.1
C 3.616 1.088 0.782 -0.1 0.1 0.1
C 4.805 0.247 0.364 0.0 0.0 0.1
C -3.435 -0.263 -0.934 0.0 -0.2 -0.1
C 0.421 -0.120 -0.893 -0.2 0.0 0.4
C -5.290 -1.023 0.418 -0.3 0.0 0.2
C 6.884 -1.428 -0.435 0.1 0.0 -0.1
H 3.872 -1.532 1.089 -0.1 0.0 0.1
H -1.858 -1.505 -1.667 0.0 0.0 -0.1
H 0.585 -1.142 -1.250 0.0 0.0 0.0
H 4.083 2.993 -0.146 0.1 0.1 -0.1
H -6.020 1.933 -1.023 -0.1 0.1 0.0
H 2.644 1.083 -1.091 -0.1 -0.1 0.0
H -1.893 0.124 -2.360 0.0 -0.1 -0.1
H 3.268 0.740 1.762 0.1 0.1 -0.2
H -5.701 -1.777 1.071 -0.1 0.0 0.1
H -7.353 -0.639 2.317 0.0 0.0 0.0
H -8.890 -0.100 1.596 0.1 -0.1 0.0
H -3.459 -2.085 0.181 0.1 -0.1 0.0
H 5.708 -3.018 0.386 0.0 -0.1 0.0
H 7.820 0.352 -1.163 0.1 0.0 0.0
H 4.724 2.795 1.494 0.1 0.1 0.0
H -1.125 -0.580 0.516 0.0 0.1 0.0
H 7.692 -2.075 -0.743 0.1 0.0 0.0
H -1.215 1.056 -0.133 0.0 0.0 0.1
H 5.999 1.825 -0.470 0.0 0.1 0.0
H 0.605 0.564 -1.723 0.0 0.0 -0.1
H -8.036 -1.504 0.910 0.0 0.0 0.0
H 3.001 3.094 1.243 -0.1 0.0 0.0
H -3.743 1.614 -1.918 0.0 0.1 -0.1
```
Forces are in eV/Å.

Summary:
Energy above the lowest of the compared OMol25 structures with the same formula, charge and spin = 74.1 kJ/mol
HOMO energy = -8.235 eV
SMILES = COc1ccc(CCCC(=O)N[C@H](C)c2ccccc2)cc1
Orbital gap = 9.0 eV
Total energy = -25661.9790 eV